# 1
H38N5O13S | ωB97M-V with the def2-TZVPD basis set

Computed properties:
LUMO ... -0.30863 Eh
E ... -45491.372 eV
Total charge ... +3
Spin multiplicity ... 1

Positions of all 57 atoms, in Å:
1 N 1.055 -4.722 2.278
2 H 0.683 -4.357 1.413
3 H 0.341 -5.222 2.787
4 H 1.382 -4.015 2.922
5 H 1.793 -5.402 2.173
6 N 3.833 2.082 3.949
7 H 4.145 1.211 4.354
8 H 4.593 2.747 3.961
9 H 3.080 2.440 4.519
10 H 3.538 1.929 2.995
11 N -4.436 1.580 -1.448
12 H -5.233 1.675 -0.835
13 H -4.283 0.656 -1.825
14 H -3.615 1.966 -1.002
15 H -4.425 2.209 -2.238
16 N -3.207 2.472 3.840
17 H -2.678 1.942 3.163
18 H -2.738 2.553 4.731
19 H -4.103 2.026 3.981
20 H -3.346 3.355 3.369
21 N -1.509 -0.564 -4.653
22 H -1.898 0.170 -5.228
23 H -1.032 -0.210 -3.837
24 H -0.750 -1.117 -5.025
25 H -2.243 -1.136 -4.259
26 S 0.147 0.116 0.093
27 O -0.912 0.984 0.627
28 O 0.471 0.426 -1.350
29 O 1.335 0.335 0.852
30 O -0.343 -1.195 0.338
31 O 4.051 -2.018 1.860
32 H 4.229 -1.886 2.791
33 H 3.328 -1.421 1.667
34 O 4.221 0.155 -2.721
35 H 4.920 0.749 -2.447
36 H 3.500 0.340 -2.120
37 O 0.062 -0.128 4.411
38 H 0.254 0.108 3.504
39 H 0.673 -0.838 4.609
40 O -2.537 4.496 -0.123
41 H -1.989 3.819 0.273
42 H -3.182 4.709 0.552
43 O -3.965 -2.864 1.083
44 H -3.086 -2.485 1.091
45 H -4.296 -2.682 0.203
46 O -1.527 -4.791 -2.193
47 H -0.736 -4.353 -1.879
48 H -2.148 -4.079 -2.351
49 O 1.511 4.120 -2.599
50 H 0.817 4.665 -2.969
51 H 1.083 3.287 -2.401
52 O 2.304 -3.379 -1.843
53 H 3.187 -3.213 -1.512
54 H 1.907 -2.511 -1.913
55 O 2.517 1.803 -5.588
56 H 2.552 0.983 -5.095
57 H 2.705 2.481 -4.938

---

# 2
H38O19 | ωB97M-V with the def2-TZVPD basis set

Computed properties:
LUMO ... -0.01389 Eh
E ... -39518.762 eV
Spin multiplicity ... 1

Positions of all 57 atoms, in Å:
1 O 3.025 0.967 2.842
2 H 3.538 1.254 3.596
3 H 2.777 1.610 2.165
4 O 0.909 -0.548 0.561
5 H 0.511 -0.615 -0.305
6 H 1.781 -0.195 0.692
7 O 1.365 2.229 -2.900
8 H 1.287 1.673 -2.103
9 H 1.447 3.157 -2.721
10 O -0.268 -2.493 -2.471
11 H 0.593 -2.132 -2.755
12 H -0.700 -1.616 -2.305
13 O 1.113 -4.064 -0.982
14 H 0.892 -4.967 -1.159
15 H 0.390 -3.490 -0.774
16 O 0.120 3.919 2.053
17 H -0.203 3.131 1.627
18 H -0.596 4.288 2.555
19 O -0.195 1.633 -0.007
20 H -0.377 0.855 0.508
21 H -1.064 1.945 -0.327
22 O -1.388 -0.493 1.752
23 H -0.497 -0.755 1.933
24 H -1.897 -0.772 0.999
25 O -4.014 -2.912 1.545
26 H -3.869 -1.947 1.499
27 H -4.163 -3.205 0.637
28 O 0.748 -2.251 3.779
29 H 0.275 -3.025 3.427
30 H 0.975 -1.672 3.035
31 O 2.167 2.899 0.468
32 H 1.460 2.277 0.799
33 H 2.098 3.708 0.988
34 O 2.665 -3.542 1.839
35 H 2.779 -2.581 1.540
36 H 1.954 -3.897 1.303
37 O -4.268 1.825 -1.301
38 H -4.101 2.609 -0.778
39 H -3.866 1.948 -2.179
40 O 4.520 -1.775 -0.469
41 H 3.996 -2.277 -1.120
42 H 4.420 -2.243 0.405
43 O -1.558 1.896 3.320
44 H -1.789 1.115 2.736
45 H -1.385 1.385 4.118
46 O -2.815 -1.528 -3.173
47 H -2.919 -1.626 -4.122
48 H -3.605 -1.719 -2.683
49 O 1.766 0.201 -4.614
50 H 2.704 0.173 -4.428
51 H 1.407 1.006 -4.240
52 O -2.717 3.661 0.145
53 H -2.364 4.567 0.061
54 H -2.643 3.608 1.099
55 O -0.841 0.146 -2.219
56 H -1.610 -0.118 -2.760
57 H -0.222 0.396 -2.901

---

# 3
H38O19Ti | ωB97M-V with the def2-TZVPD basis set

Computed properties:
LUMO (alpha / beta) ... -0.10983 / -0.11344 Eh
Expectation value of S² ... 3.751
E ... -62628.156 eV
Total charge ... +1
Spin multiplicity ... 4

Positions of all 58 atoms, in Å:
1 Ti -0.386 -0.070 -0.130
2 O -4.372 2.709 -0.791
3 H -4.169 1.803 -0.560
4 H -4.269 3.194 0.028
5 O 0.885 -3.665 1.281
6 H 1.167 -3.733 2.193
7 H 0.061 -3.180 1.320
8 O -4.372 0.332 0.610
9 H -4.112 0.372 1.530
10 H -5.252 -0.044 0.625
11 O -0.415 -0.614 2.183
12 H -0.566 0.277 2.501
13 H 0.063 -1.044 2.891
14 O -2.328 -1.763 -0.200
15 H -2.676 -2.162 -0.997
16 H -3.095 -1.394 0.238
17 O 1.227 3.383 -2.513
18 H 2.003 3.042 -2.957
19 H 0.505 3.193 -3.111
20 O 0.351 -2.188 3.965
21 H 0.387 -1.856 4.862
22 H 1.016 -2.876 3.937
23 O 1.925 -5.025 -0.935
24 H 2.715 -5.383 -0.530
25 H 1.425 -4.662 -0.204
26 O 3.451 -1.927 0.490
27 H 3.328 -2.213 1.396
28 H 2.623 -2.136 0.058
29 O -0.863 -0.743 -2.835
30 H -0.111 -0.245 -3.157
31 H -0.975 -1.448 -3.473
32 O 5.024 -0.130 -0.623
33 H 4.393 -0.766 -0.284
34 H 5.034 -0.282 -1.568
35 O -0.149 4.261 0.044
36 H 0.107 4.918 0.692
37 H 0.491 4.358 -0.661
38 O 1.578 1.210 -0.579
39 H 2.447 1.211 -0.981
40 H 1.241 2.093 -0.733
41 O 1.284 0.499 -4.070
42 H 0.666 0.921 -4.667
43 H 1.988 1.139 -3.961
44 O -0.529 1.991 2.925
45 H -1.269 2.370 3.399
46 H -0.097 2.741 2.516
47 O -1.427 1.957 0.104
48 H -0.983 2.802 0.179
49 H -2.252 2.077 0.575
50 O 1.278 1.310 4.770
51 H 0.553 1.645 4.244
52 H 2.016 1.267 4.162
53 O -3.406 0.066 -3.371
54 H -2.560 -0.356 -3.223
55 H -3.873 -0.034 -2.541
56 O 1.308 -2.077 -1.334
57 H 1.361 -2.854 -0.777
58 H 0.604 -2.272 -1.953

---

Q: Which value of spin multiplicity does entry 3 give?
A: 4